{
  "formula": "C71H81AsGe2NOPPtS5",
  "method": "ωB97M-V/def2-TZVPD",
  "e_tot_ha": -11725.0619,
  "lumo_ev": [-7.4, -7.5],
  "molar_mass_g_mol": 1571.0,
  "homo_lumo_gap_ev": [4.48, 4.43],
  "homo_energy_ev": [-11.89, -11.89],
  "charge": 2,
  "symbols": ["Pt", "As", "Ge", "Ge", "S", "S", "S", "S", "S", "P", "O", "N", "C", "C", "C", "C", "C", "C", "C", "C", "C", "C", "C", "C", "C", "C", "C", "C", "C", "C", "C", "C", "C", "C", "C", "C", "C", "C", "C", "C", "C", "C", "C", "C", "C", "C", "C", "C", "C", "C", "C", "C", "C", "C", "C", "C", "C", "C", "C", "C", "C", "C", "C", "C", "C", "C", "C", "C", "C", "C", "C", "C", "C", "C", "C", "C", "C", "C", "C", "C", "C", "C", "C", "H", "H", "H", "H", "H", "H", "H", "H", "H", "H", "H", "H", "H", "H", "H", "H", "H", "H", "H", "H", "H", "H", "H", "H", "H", "H", "H", "H", "H", "H", "H", "H", "H", "H", "H", "H", "H", "H", "H", "H", "H", "H", "H", "H", "H", "H", "H", "H", "H", "H", "H", "H", "H", "H", "H", "H", "H", "H", "H", "H", "H", "H", "H", "H", "H", "H", "H", "H", "H", "H", "H", "H", "H", "H", "H", "H", "H", "H", "H", "H", "H"],
  "xyz": [[-1.5149, -0.4270, -1.6020], [-1.4034, -2.8382, -2.1437], [2.1736, -0.2290, -0.1734], [0.0034, -0.4325, 2.0494], [-1.8545, -0.1504, 0.8425], [1.3242, -2.0353, 1.0029], [-5.3383, -0.7071, -2.8448], [0.9003, 0.0316, -1.9912], [1.4943, 1.2291, 1.4857], [-2.3256, 1.7730, -2.1572], [-3.9602, -1.1965, -2.5162], [-1.7935, -0.2521, -4.3065], [4.1055, 1.6000, 4.8363], [4.1943, -3.7224, -1.4083], [6.2454, -1.0602, -1.2035], [1.5210, 0.5459, 4.8299], [-6.8851, 2.0479, -1.7802], [-1.3485, 3.6932, -5.6361], [-6.2904, 2.3907, -2.9845], [-2.4895, -3.0355, 2.9027], [-2.0425, 5.4869, -0.4824], [-1.0042, 2.6370, -6.4664], [-5.5328, -1.1121, -4.6260], [3.4338, 1.9833, -2.1897], [4.0616, -0.1151, -0.8980], [-0.7869, 5.4474, 0.1065], [5.5911, 0.8618, -2.4624], [6.5328, -0.0988, -2.1517], [2.7446, 1.9922, -3.4131], [0.1504, 0.0201, 5.0015], [-5.5159, -3.8459, 0.7835], [-1.1288, 1.3319, -6.0261], [-2.5863, -3.7793, -3.3867], [-4.5687, -3.0895, 1.6591], [2.4191, -1.7613, 5.3279], [-6.1052, 1.6416, -0.7071], [5.4823, 2.1768, 4.8500], [2.6095, -0.2964, 5.0761], [1.9976, 3.1093, -3.7592], [5.0043, -1.0826, -0.5716], [3.0082, 2.4180, 4.5857], [1.9656, 4.2359, -2.9539], [-1.6063, -0.4686, 6.5808], [4.3504, -5.2291, 3.3637], [0.3159, -3.3339, -2.9290], [2.6861, 4.2225, -1.7602], [-1.6120, 1.0576, -4.7470], [-4.2515, 0.3267, 3.2627], [5.3871, -0.4558, 2.2174], [-0.4891, 3.2027, -0.6670], [2.8347, 0.8487, -4.3735], [4.2387, -4.3984, 1.0069], [3.4080, 3.1139, -1.3595], [4.3456, 0.8704, -1.8402], [3.8850, 0.2463, 5.0818], [-2.3612, -1.0168, 5.5636], [-0.0140, 4.3002, 0.0246], [-1.8921, 2.1312, -3.8850], [-4.7316, 1.5751, -0.8398], [-0.6206, -0.5215, 3.9796], [-4.1308, 1.9202, -2.0504], [-2.7569, -1.7105, 3.2694], [-1.2580, -3.7549, 3.3619], [4.8295, -2.8442, 2.7321], [-3.9419, -1.0784, 2.8456], [4.7486, -2.1230, 0.4463], [-0.3566, 0.0449, 6.3001], [-6.4999, -1.9831, -2.2490], [-1.4245, -4.0758, -0.6427], [4.1972, 3.1437, -0.0855], [1.7186, 1.9206, 4.6026], [1.2020, 5.4559, -3.3490], [-4.8157, -1.7749, 2.0275], [-1.7522, 3.2294, -1.2423], [-2.5383, 4.3748, -1.1372], [0.5378, 2.8213, 4.4208], [4.4667, -4.1322, 2.3572], [-1.7631, 3.4383, -4.3426], [-4.9138, 2.3233, -3.1269], [-1.8819, -1.0457, 4.2561], [4.9779, -1.8327, 1.7976], [-3.4061, -3.7039, 2.1094], [4.3856, -3.4164, 0.0453], [-1.9874, -0.4501, 7.5897], [-0.6523, 2.8318, -7.4673], [-1.2867, 4.7097, -5.9924], [4.4343, -4.8517, 4.3797], [-3.2225, -4.7387, 1.8561], [5.0214, -2.6337, 3.7737], [-4.4486, 2.5877, -4.0671], [-4.1070, 1.2342, -0.0264], [-6.5256, -3.4516, 0.8637], [0.2551, 0.4611, 7.0867], [3.5671, 1.0713, -5.1486], [-0.4139, 6.3163, 0.6248], [5.1627, -3.7934, -1.9028], [5.9267, -0.4874, 3.1583], [3.6746, -4.6675, -1.5405], [-0.9626, -3.4507, 4.3635], [-1.4343, -4.8276, 3.3609], [-1.5989, -0.9384, -5.0263], [-5.1701, -2.1155, -4.8230], [3.1530, -2.1224, 6.0448], [-0.4220, -3.5533, 2.6864], [0.8517, 3.8130, 4.1070], [5.2430, 2.9051, -0.2736], [-5.1898, -3.7709, -0.2554], [-5.0693, 0.7332, 2.6724], [-2.6481, -3.2534, -4.3395], [-4.9650, -0.3897, -5.2041], [-4.5422, 0.3651, 4.3121], [1.4249, -1.9759, 5.7123], [-0.0115, 2.9132, 5.3582], [-2.6356, 6.3866, -0.4321], [-2.0054, 4.2559, -3.6803], [-6.9018, 2.7167, -3.8113], [3.4017, -5.7532, 3.2542], [-0.5925, -3.8469, 0.0232], [4.7249, -0.3947, 5.3030], [1.1233, -3.0845, -2.2409], [-7.4767, -1.7282, -2.6413], [7.4947, -0.0889, -2.6422], [3.9605, -5.3996, 0.7106], [4.1420, 4.1258, 0.3759], [-5.5295, -4.8993, 1.0524], [-2.3545, -3.9782, -0.0852], [-7.9576, 2.0956, -1.6744], [1.4559, 3.1090, -4.6928], [-5.7188, -1.2890, 1.6859], [3.6334, -2.9288, -1.9034], [-6.5806, -1.0236, -4.8899], [-2.6785, -0.4270, -3.8347], [-3.3294, -1.4493, 5.7697], [6.2229, 1.4384, 5.1445], [0.3116, 5.5583, -2.7283], [2.7004, 5.1134, -1.1490], [0.9576, 4.2570, 0.4908], [5.5290, 3.0149, 5.5437], [-3.3781, 0.9663, 3.1425], [-6.5725, 1.3842, 0.2314], [5.7446, 2.5593, 3.8635], [-6.5244, -1.9320, -1.1658], [-2.1911, -4.7850, -3.5455], [0.8960, 5.4033, -4.3893], [4.5039, 0.1727, 2.3579], [0.3321, -4.4083, -3.1208], [5.8113, 1.6309, -3.1872], [-0.1499, 2.4149, 3.6760], [0.4805, -2.7982, -3.8638], [-0.8750, 0.5144, -6.6880], [3.1689, 3.4700, 4.3992], [-3.5258, 4.3948, -1.5742], [3.1334, -0.0695, -3.8756], [5.1454, -5.9584, 3.2033], [0.1191, 2.3141, -0.7693], [6.9837, -1.8004, -0.9349], [1.8740, 0.6913, -4.8575], [-3.5829, -3.8541, -2.9577], [1.8059, 6.3491, -3.2025], [-6.2004, -2.9727, -2.5740], [6.0185, 0.0135, 1.4668], [-1.3202, -5.0993, -1.0067], [2.5522, -2.3156, 4.3967], [3.8107, 2.4103, 0.6245]]
}

{
  "formula": "CH2BF3",
  "method": "ωB97M-V/def2-TZVPD",
  "e_tot_ha": -363.6915,
  "smiles": "BC(F)(F)F",
  "lumo_ev": -0.9,
  "molar_mass_g_mol": 81.8,
  "homo_lumo_gap_ev": 10.63,
  "homo_energy_ev": -11.54,
  "e_above_lowest_kcal_mol": 48.1,
  "symbols": ["F", "F", "F", "C", "B", "H", "H"],
  "xyz": [[-0.6035, -1.5310, -2.1604], [-1.3197, -2.6604, -0.4020], [0.7947, -2.5820, -0.9520], [-0.3571, -1.8203, -0.9134], [-0.0497, -0.1478, -0.1878], [-0.9141, 0.6153, -0.0352], [1.1435, -0.0095, -0.3750]]
}

{
  "formula": "C18H30BrFNO3",
  "method": "ωB97M-V/def2-TZVPD",
  "e_tot_ha": -3657.8784,
  "lumo_ev": -3.2,
  "molar_mass_g_mol": 407.3,
  "homo_lumo_gap_ev": 9.25,
  "homo_energy_ev": -12.45,
  "charge": 1,
  "symbols": ["Br", "F", "O", "O", "O", "N", "C", "C", "C", "C", "C", "C", "C", "C", "C", "C", "C", "C", "C", "C", "C", "C", "C", "C", "H", "H", "H", "H", "H", "H", "H", "H", "H", "H", "H", "H", "H", "H", "H", "H", "H", "H", "H", "H", "H", "H", "H", "H", "H", "H", "H", "H", "H", "H"],
  "xyz": [[-3.2336, -1.1938, 4.7142], [0.8049, 1.5156, 2.5970], [-1.5095, 3.8881, 6.3797], [0.1441, 4.5469, 4.7449], [2.4025, 3.7499, 4.3267], [0.0942, -0.7630, -1.7335], [1.3016, 0.1266, -1.9529], [1.3552, 1.0761, -3.1661], [-0.8486, 3.6828, 5.3563], [-0.8281, 2.4623, 4.3259], [0.9987, -2.8872, -2.9243], [-1.8925, 1.3170, 4.0050], [-1.8260, -0.3030, -0.2789], [-1.0510, -0.0006, 6.2164], [-2.2913, 0.4870, 5.3200], [-1.1890, 0.1035, -1.5930], [-0.6334, -0.6135, 0.5941], [1.9472, -2.0745, -5.1881], [-0.1179, -1.8499, -2.7868], [2.2335, -2.5681, -3.7757], [0.2702, 1.1325, -4.2324], [1.1601, 3.6736, 4.2594], [0.2362, -1.4356, -0.3317], [0.3962, 2.4189, 3.6030], [2.3103, 0.8995, -3.6714], [2.1808, -0.5171, -1.9347], [-0.1527, -2.4540, -0.4028], [-1.8396, -0.0713, -2.4503], [1.0223, -2.4952, -5.5930], [1.2880, -1.4604, -0.0426], [2.8068, -3.4978, -3.8575], [-2.4509, -1.1909, -0.4145], [-0.9697, -1.1517, 6.2874], [0.1626, 0.2041, -4.7897], [2.7649, -2.3535, -5.8567], [-2.8638, 1.8051, 3.6049], [-0.3597, -1.3797, -3.7365], [-0.7008, 1.4220, -3.8303], [-2.9978, 1.1243, 5.9499], [1.4488, 2.0915, -2.7655], [0.5355, -3.7700, -3.3815], [1.8809, -0.9869, -5.2173], [-1.2042, 0.3751, 7.2919], [-1.0265, -2.3749, -2.4720], [1.3386, -3.2203, -1.9380], [0.5401, 1.8916, -4.9719], [-1.5272, 0.5935, 3.1938], [-2.4514, 0.4893, 0.1329], [-0.1225, 0.3046, 0.8963], [2.9022, -1.8666, -3.2728], [-0.8866, 1.1510, -1.5526], [1.3861, 0.7415, -1.0498], [-0.9099, -1.1626, 1.4966], [-0.0283, 0.3683, 5.8683]]
}

| no. | strongest force on any atom (eV Å⁻¹) |
| --- | --- |
| 1 | 2.423 |
| 2 | 4.131 |
| 3 | 5.489 |